1.
{
  "formula": "C47H40F41N2O11PS",
  "method": "ωB97M-V/def2-TZVPD",
  "homo_ev": -7.57,
  "smiles": "CCCc1c(CCCS(=O)(=O)O)c(C(F)(F)C(F)(F)C(F)(F)C(F)(F)F)c(CC=O)c2c1C(=O)C(P(N)O)=C(c1ccncc1)C2=O.FC(F)C(F)(F)COC(F)(F)C(F)F.FC(F)C(F)(F)COC(F)(F)C(F)F.FC(F)C(F)(F)COC(F)(F)C(F)F.FC(F)C(F)(F)COC(F)(F)C(F)F",
  "e_lumo_ev": -1.62,
  "homo_lumo_gap_ev": 6.0,
  "symbols": ["C", "C", "C", "C", "C", "C", "C", "C", "S", "O", "O", "O", "C", "C", "F", "F", "C", "F", "F", "C", "F", "F", "C", "F", "F", "F", "C", "C", "C", "O", "C", "C", "C", "O", "C", "P", "N", "O", "C", "C", "C", "C", "N", "C", "C", "C", "O", "H", "H", "H", "H", "H", "H", "H", "H", "H", "H", "H", "H", "H", "H", "H", "H", "H", "H", "H", "H", "H", "H", "H", "H", "F", "C", "F", "C", "F", "F", "C", "O", "C", "F", "F", "C", "F", "F", "H", "H", "H", "H", "F", "C", "F", "C", "F", "F", "C", "O", "C", "F", "F", "C", "F", "F", "H", "H", "H", "H", "F", "C", "F", "C", "F", "F", "C", "O", "C", "F", "F", "C", "F", "F", "H", "H", "H", "H", "F", "C", "F", "C", "F", "F", "C", "O", "C", "F", "F", "C", "F", "F", "H", "H", "H", "H"],
  "coordinates": [[1.86, -0.68, 2.59], [2.00, 0.54, 1.55], [1.46, 0.17, 0.06], [0.75, -1.29, 0.07], [1.53, -2.63, -0.22], [3.09, -2.44, -0.45], [3.49, -1.87, -1.93], [2.23, -1.51, -2.85], [2.79, -1.12, -4.61], [1.53, -0.86, -5.42], [3.51, 0.22, -4.55], [3.73, -2.33, -5.28], [0.78, -4.03, -0.26], [1.49, -5.39, -0.60], [2.90, -5.44, -0.53], [1.10, -6.33, 0.45], [1.12, -6.10, -1.99], [1.91, -7.31, -2.01], [-0.22, -6.52, -2.15], [1.52, -5.31, -3.33], [1.84, -6.35, -4.29], [2.70, -4.53, -3.24], [0.28, -4.52, -4.03], [-0.51, -3.81, -3.11], [0.89, -3.67, -5.01], [-0.54, -5.42, -4.78], [-0.77, -3.98, 0.06], [-1.75, -5.24, 0.13], [-2.88, -5.24, -1.04], [-3.07, -4.27, -1.83], [-1.52, -2.63, 0.38], [-0.77, -1.25, 0.37], [-1.62, 0.10, 0.65], [-1.20, 1.08, 1.30], [-3.13, 0.04, 0.06], [-3.90, 1.64, -0.67], [-5.39, 1.92, 0.23], [-4.41, 1.34, -2.32], [-3.81, -1.23, 0.07], [-5.28, -1.33, -0.54], [-5.44, -1.73, -2.06], [-6.89, -1.81, -2.60], [-8.11, -1.54, -1.90], [-7.93, -1.18, -0.53], [-6.60, -1.03, 0.25], [-3.08, -2.53, 0.71], [-3.75, -3.30, 1.44], [2.44, -1.62, 2.27], [2.37, -0.32, 3.57], [0.78, -0.93, 2.87], [3.13, 0.78, 1.46], [1.46, 1.48, 1.91], [0.74, 0.99, -0.30], [2.36, 0.21, -0.66], [3.41, -1.57, 0.26], [3.78, -3.28, -0.13], [4.12, -0.91, -1.82], [4.14, -2.61, -2.52], [1.47, -2.36, -2.93], [1.65, -0.58, -2.53], [4.62, -2.26, -4.84], [-1.26, -6.26, 0.05], [-2.23, -5.22, 1.18], [-3.56, -6.16, -1.19], [-6.21, 2.08, -0.38], [-5.33, 2.75, 0.83], [-3.71, 0.72, -2.65], [-4.51, -1.96, -2.70], [-7.00, -2.14, -3.70], [-8.89, -0.98, 0.08], [-6.53, -0.71, 1.34], [-10.44, 3.38, -2.37], [-9.69, 3.55, -1.26], [-8.45, 3.07, -1.56], [-10.26, 2.83, -0.04], [-10.24, 1.49, -0.21], [-9.43, 3.09, 1.01], [-11.68, 3.26, 0.40], [-12.78, 2.45, -0.05], [-13.28, 2.71, -1.35], [-12.79, 3.87, -1.80], [-14.62, 2.90, -1.20], [-13.05, 1.54, -2.32], [-11.74, 1.21, -2.41], [-13.46, 1.86, -3.57], [-9.59, 4.63, -1.08], [-11.71, 3.15, 1.48], [-11.86, 4.32, 0.22], [-13.59, 0.65, -2.00], [6.05, 1.85, -0.51], [6.89, 2.11, -1.53], [6.17, 1.93, -2.67], [8.13, 1.21, -1.54], [7.80, -0.08, -1.75], [8.90, 1.59, -2.60], [9.04, 1.29, -0.29], [8.85, 0.29, 0.73], [7.82, 0.51, 1.67], [7.39, 1.78, 1.57], [8.39, 0.39, 2.88], [6.68, -0.52, 1.55], [6.15, -0.54, 0.31], [5.67, -0.22, 2.40], [7.17, 3.17, -1.48], [10.06, 1.12, -0.64], [9.07, 2.30, 0.14], [7.04, -1.52, 1.78], [-3.39, 5.83, -1.67], [-3.03, 4.55, -1.87], [-3.32, 3.88, -0.72], [-1.55, 4.39, -2.22], [-0.76, 4.75, -1.18], [-1.32, 3.06, -2.42], [-1.06, 5.12, -3.49], [-0.44, 6.40, -3.32], [-1.28, 7.52, -3.20], [-2.53, 7.18, -3.56], [-0.86, 8.41, -4.13], [-1.21, 8.18, -1.81], [-1.50, 7.30, -0.83], [-2.11, 9.19, -1.71], [-3.67, 4.14, -2.66], [-0.27, 4.49, -3.91], [-1.83, 5.14, -4.27], [-0.21, 8.58, -1.62], [7.41, -2.70, 6.94], [6.68, -2.26, 7.99], [5.40, -2.18, 7.55], [7.15, -0.90, 8.51], [6.97, 0.07, 7.59], [6.35, -0.57, 9.57], [8.61, -0.84, 9.02], [9.61, -0.34, 8.11], [10.15, -1.26, 7.18], [9.80, -2.51, 7.54], [11.49, -1.19, 7.32], [9.78, -0.93, 5.73], [8.44, -0.86, 5.55], [10.24, -1.88, 4.88], [6.71, -3.02, 8.77], [8.61, -0.10, 9.83], [8.92, -1.77, 9.49], [10.21, 0.03, 5.43]],
  "lowdin_charge": [-0.121, -0.212, -0.148, -0.058, -0.034, -0.131, -0.183, -0.215, 0.744, -0.346, -0.357, -0.188, 0.049, -0.255, 0.069, 0.031, -0.196, 0.066, 0.096, -0.169, 0.071, 0.091, -0.285, 0.112, 0.077, 0.097, -0.018, -0.103, -0.163, -0.018, 0.034, 0.033, -0.263, 0.051, -0.173, 0.959, -0.150, -0.315, -0.072, -0.126, 0.002, -0.120, 0.007, -0.122, 0.004, -0.235, 0.062, 0.071, 0.084, 0.082, 0.097, 0.108, 0.117, 0.094, 0.097, 0.117, 0.120, 0.101, 0.077, 0.117, 0.098, 0.104, 0.137, 0.144, 0.035, 0.039, 0.055, 0.105, 0.104, 0.099, 0.103, 0.098, -0.297, 0.083, -0.433, 0.118, 0.099, -0.043, 0.033, -0.502, 0.133, 0.144, -0.278, 0.097, 0.098, 0.174, 0.149, 0.144, 0.176, 0.086, -0.298, 0.095, -0.433, 0.122, 0.105, -0.041, 0.035, -0.499, 0.136, 0.140, -0.270, 0.083, 0.095, 0.175, 0.149, 0.145, 0.179, 0.092, -0.307, -0.065, -0.431, 0.126, 0.086, -0.039, 0.034, -0.504, 0.134, 0.143, -0.278, 0.096, 0.097, 0.168, 0.151, 0.146, 0.175, 0.092, -0.299, 0.092, -0.434, 0.127, 0.103, -0.043, 0.034, -0.502, 0.134, 0.144, -0.280, 0.089, 0.097, 0.173, 0.149, 0.144, 0.175]
}

=====

2.
{
  "formula": "C47H41N6O3S2SbTeW",
  "method": "ωB97M-V/def2-TZVPD",
  "homo_ev": [-7.40, -7.40],
  "e_lumo_ev": [-3.20, -3.20],
  "homo_lumo_gap_ev": [4.2, 4.2],
  "symbols": ["W", "C", "C", "C", "C", "C", "C", "C", "C", "C", "C", "H", "H", "H", "H", "H", "H", "H", "H", "H", "H", "H", "H", "H", "H", "H", "N", "C", "C", "C", "N", "C", "N", "Te", "C", "C", "C", "C", "C", "C", "H", "H", "H", "H", "H", "O", "S", "O", "O", "C", "N", "C", "C", "C", "N", "C", "C", "C", "N", "C", "C", "H", "H", "H", "H", "H", "H", "S", "Sb", "C", "C", "C", "C", "C", "C", "C", "C", "C", "C", "C", "C", "C", "C", "C", "C", "C", "C", "H", "H", "H", "H", "H", "H", "H", "H", "H", "H", "H", "H", "H", "H", "H"],
  "coordinates": [[-0.01, 0.32, 1.60], [1.98, 0.04, 2.95], [0.89, -0.60, 3.65], [0.46, -1.69, 2.88], [1.19, -1.68, 1.65], [2.22, -0.69, 1.77], [3.45, -0.62, 0.93], [1.10, -2.74, 0.59], [-0.46, -2.77, 3.31], [0.49, -0.36, 5.07], [2.94, 0.99, 3.59], [3.94, 0.35, 0.97], [3.27, -0.88, -0.11], [4.16, -1.35, 1.34], [0.10, -2.78, 0.15], [1.31, -3.71, 1.03], [1.82, -2.56, -0.21], [0.13, -3.53, 3.83], [-0.97, -3.25, 2.47], [-1.23, -2.40, 3.99], [-0.59, -0.38, 5.19], [0.86, 0.61, 5.42], [0.93, -1.14, 5.70], [3.58, 1.49, 2.86], [3.59, 0.42, 4.26], [2.45, 1.75, 4.18], [-1.16, 1.30, 0.19], [-1.68, 1.84, -0.70], [-2.15, 2.45, -1.82], [-3.53, 2.71, -2.04], [-4.65, 2.93, -2.21], [-1.16, 2.81, -2.77], [-0.31, 3.05, -3.52], [-0.85, 2.29, 3.25], [0.77, 3.48, 3.84], [1.47, 4.26, 2.93], [2.53, 5.05, 3.36], [2.87, 5.08, 4.70], [2.14, 4.35, 5.62], [1.09, 3.54, 5.20], [1.17, 4.28, 1.89], [3.08, 5.65, 2.64], [3.70, 5.69, 5.03], [2.38, 4.41, 6.68], [0.53, 2.96, 5.92], [8.23, 1.99, -1.66], [7.81, 3.35, -1.96], [7.27, 4.07, -0.82], [8.68, 4.11, -2.82], [6.33, 3.01, -2.95], [6.37, 2.99, -4.28], [5.26, 2.64, -4.92], [4.09, 2.26, -4.27], [4.16, 2.31, -2.89], [5.25, 2.69, -2.24], [3.06, 1.92, -1.96], [2.08, 0.98, -2.26], [1.21, 0.58, -1.27], [1.26, 1.10, -0.03], [2.17, 2.05, 0.25], [3.08, 2.48, -0.68], [5.30, 2.66, -6.00], [3.19, 1.98, -4.81], [2.01, 0.53, -3.24], [0.45, -0.17, -1.45], [2.16, 2.45, 1.25], [3.84, 3.20, -0.43], [-1.97, -0.62, 1.89], [-2.48, -1.71, -1.27], [-4.40, -0.77, -1.33], [-4.86, -0.03, -0.24], [-6.12, 0.56, -0.27], [-6.92, 0.43, -1.39], [-6.47, -0.30, -2.48], [-5.22, -0.90, -2.44], [-2.62, -2.62, -3.18], [-2.29, -1.82, -4.27], [-2.49, -2.27, -5.57], [-3.00, -3.54, -5.79], [-3.31, -4.35, -4.72], [-3.13, -3.90, -3.42], [-3.00, -3.42, -0.11], [-2.14, -4.53, -0.12], [-2.44, -5.66, 0.62], [-3.60, -5.71, 1.39], [-4.46, -4.62, 1.40], [-4.16, -3.49, 0.66], [-4.24, 0.11, 0.64], [-6.46, 1.13, 0.58], [-7.90, 0.90, -1.42], [-7.08, -0.40, -3.36], [-4.89, -1.47, -3.30], [-1.89, -0.82, -4.12], [-2.25, -1.62, -6.41], [-3.16, -3.89, -6.81], [-3.71, -5.35, -4.89], [-3.39, -4.54, -2.59], [-1.24, -4.51, -0.72], [-1.77, -6.52, 0.59], [-3.83, -6.60, 1.96], [-5.37, -4.66, 1.99], [-4.85, -2.64, 0.68]],
  "lowdin_charge": [1.027, -0.301, -0.353, -0.384, -0.309, -0.278, 0.010, -0.005, -0.063, -0.045, 0.005, 0.085, 0.085, 0.119, 0.032, 0.107, 0.087, 0.112, 0.066, 0.072, 0.077, 0.058, 0.107, 0.090, 0.114, 0.049, -0.151, -0.166, -0.230, -0.202, 0.184, -0.210, 0.164, 1.112, -0.650, -0.167, -0.059, -0.062, -0.072, -0.181, 0.091, 0.116, 0.112, 0.110, 0.092, -0.358, 0.385, -0.373, -0.346, -0.327, 0.138, -0.108, 0.010, -0.236, 0.151, -0.093, 0.020, -0.119, -0.112, -0.113, 0.044, 0.112, 0.108, 0.127, 0.087, 0.087, 0.137, 0.351, 1.450, -0.382, -0.176, -0.094, -0.088, -0.077, -0.110, -0.418, -0.157, -0.085, -0.086, -0.082, -0.118, -0.420, -0.174, -0.090, -0.087, -0.078, -0.118, 0.032, 0.105, 0.105, 0.106, 0.088, 0.089, 0.105, 0.104, 0.104, 0.092, 0.095, 0.104, 0.103, 0.105, 0.091]
}